Entry 1:
{"formula": "C6H12S", "method": "ωB97M-V/def2-TZVPD", "e_homo_ev": [-8.21, -6.89], "de_lowest_kj_mol": 486.4, "fmax_ev_per_a": 2.94, "lumo_ha": [0.0290, 0.0021], "total_energy_ha": -633.7994, "gap_ev": [9.0, 6.9], "symbols": ["C", "C", "C", "C", "C", "C", "S", "H", "H", "H", "H", "H", "H", "H", "H", "H", "H", "H", "H"], "xyz": [[-2.001, 0.115, -0.238], [-1.111, 1.028, 0.111], [-1.950, -1.365, -0.451], [-1.142, 2.475, 0.260], [2.147, -1.537, 0.332], [1.976, -0.166, -0.103], [3.007, 1.165, 0.175], [-3.080, 0.373, -0.245], [-1.170, -1.955, -0.091], [-2.754, -1.746, 0.064], [-2.097, -1.490, -1.486], [-0.306, 2.943, -0.194], [-1.153, 2.769, 1.335], [-2.116, 2.797, -0.197], [3.205, -1.874, 0.517], [1.599, -1.922, 1.165], [1.857, -2.144, -0.540], [1.086, 0.135, -0.559], [4.002, 0.397, 0.145]]}

=====

Entry 2:
{"formula": "C4H7N3O", "method": "ωB97M-V/def2-TZVPD", "e_homo_ev": -8.25, "de_lowest_kj_mol": 238.3, "fmax_ev_per_a": 3.25, "lumo_ha": 0.0270, "total_energy_ha": -396.0576, "gap_ev": 9.0, "smiles": "[H]/N=C1/COC(=C)N1N", "symbols": ["H", "N", "C", "C", "O", "C", "C", "N", "N", "H", "H", "H", "H", "H", "H"], "xyz": [[0.191, 0.237, 2.623], [0.149, 1.074, 2.095], [0.095, 0.723, 0.876], [-0.158, 1.673, -0.267], [-0.257, 0.834, -1.417], [-0.112, -0.440, -1.053], [-0.119, -1.485, -1.901], [0.123, -0.521, 0.311], [0.258, -1.619, 1.099], [-1.109, 2.247, -0.163], [0.676, 2.409, -0.406], [0.096, -2.489, -1.624], [-0.282, -1.409, -2.991], [-0.518, -1.724, 1.743], [1.052, -1.321, 1.691]]}

=====

Entry 3:
{"formula": "C20H13CoN2O8Se", "method": "ωB97M-V/def2-TZVPD", "e_homo_ev": [-7.75, -7.75], "de_lowest_kj_mol": 0.0, "fmax_ev_per_a": 0.37, "lumo_ha": [-0.0697, -0.0685], "total_energy_ha": -5265.6120, "gap_ev": [5.9, 5.9], "symbols": ["Co", "O", "C", "O", "C", "C", "C", "C", "C", "N", "C", "O", "O", "H", "H", "H", "H", "O", "C", "O", "C", "C", "C", "C", "O", "C", "O", "C", "C", "H", "H", "H", "H", "H", "Se", "C", "C", "C", "N", "C", "C", "H", "H", "H", "H"], "xyz": [[-1.502, 1.153, -0.081], [-5.152, 0.687, 1.667], [-3.972, 1.002, 1.180], [-3.398, 0.365, 0.312], [-3.339, 2.223, 1.739], [-3.783, 3.099, 2.705], [-2.955, 4.182, 3.013], [-1.747, 4.365, 2.358], [-1.374, 3.435, 1.398], [-2.167, 2.414, 1.138], [-0.121, 3.401, 0.534], [0.688, 4.291, 0.607], [-0.093, 2.361, -0.253], [-5.462, -0.127, 1.236], [-4.732, 2.949, 3.199], [-3.268, 4.887, 3.772], [-1.093, 5.200, 2.566], [-1.314, -0.518, -3.678], [-0.723, -0.322, -2.639], [-1.337, 0.262, -1.623], [0.702, -0.758, -2.467], [1.143, -1.788, -3.290], [2.432, -2.309, -3.187], [3.246, -1.747, -2.235], [4.535, -2.077, -1.925], [4.912, -1.226, -0.843], [3.832, -0.337, -0.578], [2.820, -0.705, -1.432], [1.559, -0.181, -1.519], [0.449, -2.186, -4.017], [2.775, -3.121, -3.813], [5.793, -0.649, -1.129], [5.107, -1.838, 0.041], [1.251, 0.641, -0.891], [-0.637, 0.094, 1.799], [0.103, -1.515, 1.100], [-0.648, -2.449, 0.398], [-0.016, -3.597, -0.049], [1.266, -3.879, 0.187], [1.963, -2.987, 0.880], [1.440, -1.789, 1.348], [-1.690, -2.271, 0.169], [-0.568, -4.326, -0.630], [3.005, -3.229, 1.066], [2.071, -1.079, 1.866]]}

=====

Entry 4:
{"formula": "C5H4", "method": "ωB97M-V/def2-TZVPD", "e_homo_ev": -9.28, "de_lowest_kj_mol": 243.2, "fmax_ev_per_a": 3.75, "lumo_ha": 0.0305, "total_energy_ha": -192.7015, "gap_ev": 10.1, "symbols": ["C", "C", "C", "C", "C", "H", "H", "H", "H"], "xyz": [[1.141, -0.568, 0.064], [1.806, 0.508, -0.076], [-0.109, -1.286, -0.011], [-0.848, -0.162, -0.036], [0.164, 0.968, 0.026], [-0.158, -2.298, -0.064], [-1.942, -0.154, 0.016], [-0.037, 1.477, 0.875], [-0.017, 1.516, -0.795]]}

=====

Entry 5:
{"formula": "C27H32N10O5RhS3", "method": "ωB97M-V/def2-TZVPD", "e_homo_ev": [-16.03, -16.03], "charge": 3, "de_lowest_kj_mol": 351.8, "fmax_ev_per_a": 1.96, "lumo_ha": [-0.4215, -0.4155], "total_energy_ha": -3275.8989, "gap_ev": [4.6, 4.7], "symbols": ["Rh", "N", "C", "C", "C", "C", "C", "C", "N", "C", "C", "C", "S", "C", "N", "H", "H", "H", "H", "H", "H", "H", "N", "C", "N", "C", "C", "O", "C", "C", "H", "H", "H", "H", "H", "H", "H", "H", "S", "C", "N", "C", "C", "C", "N", "H", "H", "H", "H", "C", "C", "S", "O", "O", "C", "C", "N", "C", "N", "C", "C", "N", "O", "O", "C", "H", "H", "H", "H", "H", "H", "H", "H", "H", "H", "H", "H", "H"], "xyz": [[-0.098, 0.443, -0.066], [-1.303, -2.711, 2.497], [-0.332, -3.512, 1.944], [0.022, -4.832, 2.170], [1.112, -5.321, 1.471], [1.821, -4.514, 0.568], [1.481, -3.199, 0.346], [0.386, -2.680, 1.042], [-0.165, -1.429, 1.076], [-1.166, -1.481, 1.966], [-1.934, -0.309, 2.275], [-2.926, -0.132, 3.214], [-3.506, 1.468, 3.180], [-2.388, 1.823, 1.921], [-1.646, 0.823, 1.558], [-2.011, -3.014, 3.151], [-0.525, -5.450, 2.863], [1.452, -6.332, 1.636], [2.661, -4.944, 0.048], [2.053, -2.562, -0.306], [-3.326, -0.856, 3.897], [-2.319, 2.796, 1.473], [-1.420, 1.260, -1.465], [-1.182, 1.736, -2.502], [-0.879, 2.361, -3.592], [-1.224, 1.821, -4.896], [-0.079, 0.892, -5.357], [1.178, 1.516, -5.269], [1.469, 2.047, -4.005], [0.394, 3.069, -3.595], [-1.340, 2.652, -5.595], [-2.157, 1.260, -4.848], [-0.214, 0.622, -6.407], [-0.096, -0.019, -4.737], [2.446, 2.524, -4.084], [1.505, 1.259, -3.234], [0.346, 3.883, -4.322], [0.608, 3.457, -2.598], [1.672, 2.055, 0.483], [0.937, 3.579, 0.434], [1.691, 4.703, 0.631], [1.148, 5.929, 0.540], [-0.183, 6.055, 0.227], [-0.912, 4.866, 0.066], [-0.366, 3.676, 0.172], [2.672, 4.590, 0.873], [1.786, 6.780, 0.723], [-0.651, 7.019, 0.127], [-1.974, 4.889, -0.141], [6.799, -1.738, -6.530], [6.484, -3.155, -6.166], [5.686, -3.212, -4.502], [6.310, -2.267, -3.622], [5.556, -4.568, -4.073], [3.940, -2.576, -4.671], [3.337, -2.910, -3.310], [2.212, -2.083, -2.926], [2.260, -1.008, -2.106], [1.029, -0.576, -1.817], [0.164, -1.404, -2.461], [0.881, -2.341, -3.160], [0.360, -3.392, -3.981], [-0.817, -3.611, -3.851], [1.133, -3.934, -4.734], [3.523, -0.402, -1.641], [7.511, -1.722, -7.360], [7.278, -1.224, -5.699], [5.915, -1.192, -6.844], [7.372, -3.770, -6.029], [5.789, -3.651, -6.838], [3.443, -3.099, -5.483], [4.006, -1.508, -4.854], [4.113, -2.797, -2.549], [3.022, -3.957, -3.325], [-0.906, -1.302, -2.428], [4.134, -0.089, -2.488], [4.119, -1.114, -1.071], [3.318, 0.453, -1.002]]}

=====

Entry 6:
{"formula": "C36H27N4O2PdSb", "method": "ωB97M-V/def2-TZVPD", "spin_multiplicity": 3, "e_homo_ev": [-6.85, -7.90], "de_lowest_kj_mol": 86.7, "fmax_ev_per_a": 0.72, "lumo_ha": [0.0040, -0.0386], "total_energy_ha": -2125.6257, "gap_ev": [7.0, 6.9], "symbols": ["Pd", "O", "C", "N", "C", "C", "C", "C", "C", "C", "N", "C", "O", "C", "C", "C", "C", "C", "N", "C", "C", "C", "C", "C", "N", "H", "H", "H", "H", "H", "H", "H", "H", "H", "H", "H", "H", "C", "C", "C", "C", "C", "C", "Sb", "C", "C", "C", "C", "C", "C", "C", "C", "C", "C", "C", "C", "H", "H", "H", "H", "H", "H", "H", "H", "H", "H", "H", "H", "H", "H", "H"], "xyz": [[-0.971, 0.291, -0.604], [-1.102, -2.914, -1.840], [-1.920, -2.021, -2.071], [-3.037, -1.786, -1.428], [-4.137, -1.075, -1.328], [-5.380, -1.656, -1.727], [-6.576, -1.098, -1.399], [-6.620, 0.101, -0.642], [-5.469, 0.737, -0.294], [-4.189, 0.228, -0.673], [-3.077, 0.936, -0.486], [-2.974, 1.977, 0.419], [-3.326, 3.122, 0.254], [-2.251, 1.563, 1.684], [-2.560, 2.144, 2.899], [-1.901, 1.692, 4.033], [-0.958, 0.689, 3.904], [-0.688, 0.182, 2.642], [-1.320, 0.610, 1.553], [-1.590, -1.049, -3.190], [-1.788, -1.350, -4.529], [-1.429, -0.412, -5.479], [-0.875, 0.792, -5.065], [-0.699, 1.007, -3.712], [-1.051, 0.107, -2.792], [-5.328, -2.597, -2.258], [-7.499, -1.576, -1.700], [-7.576, 0.524, -0.361], [-5.502, 1.684, 0.231], [-3.299, 2.932, 2.934], [-2.123, 2.119, 5.002], [-0.424, 0.302, 4.760], [0.059, -0.590, 2.495], [-2.210, -2.307, -4.804], [-1.576, -0.614, -6.532], [-0.582, 1.552, -5.775], [-0.263, 1.925, -3.339], [6.653, -0.082, -1.282], [6.005, -1.298, -1.114], [4.642, -1.330, -0.852], [3.918, -0.146, -0.749], [4.572, 1.070, -0.923], [5.935, 1.101, -1.186], [1.807, -0.205, -0.357], [1.876, -1.892, 0.949], [2.525, -1.962, 2.181], [2.493, -3.131, 2.928], [1.813, -4.245, 2.450], [1.159, -4.184, 1.230], [1.185, -3.010, 0.484], [1.865, 1.501, 0.958], [1.021, 2.570, 0.646], [0.938, 3.689, 1.465], [1.709, 3.758, 2.615], [2.578, 2.721, 2.924], [2.660, 1.608, 2.098], [7.716, -0.057, -1.485], [6.562, -2.224, -1.185], [4.150, -2.285, -0.710], [4.026, 2.002, -0.836], [6.437, 2.052, -1.313], [3.067, -1.111, 2.570], [3.003, -3.174, 3.882], [1.789, -5.156, 3.035], [0.612, -5.040, 0.858], [0.619, -2.966, -0.443], [0.398, 2.527, -0.243], [0.262, 4.496, 1.210], [1.640, 4.622, 3.265], [3.200, 2.780, 3.809], [3.375, 0.832, 2.340]]}

=====

> Which formula does entry 2 have?

C4H7N3O